Molecular formula: C23H43AlBrF6N5O4S4Si
Method: DFT, wB97M-V/def2-TZVPD

```
88
Properties=species:S:1:pos:R:3:forces:R:3
Br 1.667 0.587 1.416 1.05 0.30 0.72
S -1.489 -0.248 2.095 0.31 0.11 0.53
S 1.067 0.083 -2.696 -0.01 -0.43 0.37
S -1.231 0.750 -1.644 -0.43 0.07 -0.51
S 0.401 -2.756 0.361 0.29 -0.21 -0.14
Si 4.674 0.373 1.642 -0.10 -0.18 0.00
Al -0.009 -0.478 0.243 -0.85 -0.46 -0.16
F -3.425 1.949 -1.013 0.11 -0.08 0.02
F -2.533 2.671 -2.847 0.05 -0.06 0.01
F 1.987 -2.198 -3.579 0.08 0.14 0.05
F 0.799 -1.099 -5.022 0.08 0.09 0.04
F -0.162 -2.084 -3.349 0.08 0.00 -0.08
F -3.570 0.767 -2.814 0.16 -0.05 -0.02
O 1.070 -0.492 -1.324 0.55 -0.15 -0.30
O 2.221 0.814 -3.043 0.02 0.20 -0.32
O -1.555 -0.612 -1.201 -0.21 -0.21 0.24
O -0.682 1.433 -0.480 0.15 0.24 0.33
N -3.878 0.628 2.684 -0.03 -0.13 -0.19
N -0.332 0.801 -2.902 -0.07 0.32 -0.39
N -2.206 -3.265 0.710 -0.02 -0.09 -0.03
N -3.761 -0.646 0.734 -0.05 0.09 -0.13
N -0.685 -4.992 1.078 0.03 -0.09 0.05
C -5.216 0.803 2.578 -0.13 -0.12 -0.04
C 3.983 -1.401 3.781 0.10 0.08 -0.14
C 4.605 -0.019 3.528 -0.27 0.07 -0.24
C -3.155 -0.080 1.769 -0.05 -0.05 -0.22
C 3.773 1.005 4.320 0.07 0.02 -0.17
C -3.338 -3.760 1.485 -0.11 -0.16 -0.02
C -5.072 -0.463 0.558 0.05 0.14 0.27
C 0.926 -1.437 -3.759 -0.31 -0.08 0.06
C 6.638 2.240 0.926 -0.01 -0.38 0.11
C 5.106 2.147 1.052 -0.34 -0.08 0.06
C -2.808 1.605 -2.137 -0.16 0.16 -0.14
C 6.051 0.005 4.057 0.07 0.09 -0.34
C -5.707 -1.104 -0.624 -0.02 0.01 -0.08
C 6.252 -1.836 0.937 -0.02 0.25 0.27
C -5.922 1.541 3.658 0.04 0.20 0.04
C -5.834 0.276 1.474 0.04 -0.08 -0.06
C 4.984 -1.109 0.447 -0.19 0.23 -0.03
C -0.968 -3.739 0.751 -0.07 0.42 -0.01
C 5.216 -0.655 -1.002 0.02 0.06 0.10
C 4.632 3.206 2.060 0.06 -0.19 0.02
C 4.456 2.470 -0.305 0.00 -0.16 0.00
C 3.811 -2.098 0.428 -0.04 0.05 0.15
C -1.575 -6.148 1.060 -0.14 -0.10 0.05
H 5.434 -1.535 -1.611 0.01 -0.05 0.02
H 7.039 1.532 0.198 0.04 0.04 -0.02
H -1.022 -6.999 0.671 0.02 0.04 -0.04
H 7.111 -1.163 0.987 0.08 -0.06 -0.01
H 4.243 1.984 4.350 -0.05 0.00 0.03
H 6.701 -0.694 3.529 0.04 -0.02 0.07
H 7.132 2.061 1.883 0.07 0.05 -0.01
H 4.561 -2.208 3.333 -0.06 -0.03 0.01
H 2.957 -1.438 3.409 -0.01 -0.10 0.03
H -5.450 1.381 4.627 -0.02 -0.02 0.01
H -2.327 -2.352 0.290 -0.04 0.03 0.08
H -3.993 -4.402 0.897 0.02 -0.01 0.02
H -6.505 -1.777 -0.304 -0.01 -0.01 -0.01
H 2.771 1.108 3.905 -0.04 0.05 0.14
H 5.189 3.147 2.994 -0.04 0.03 0.03
H 3.682 0.655 5.350 0.00 -0.04 0.02
H 6.905 3.246 0.596 -0.02 0.03 -0.01
H 4.333 -0.175 -1.423 0.04 0.02 -0.01
H 6.111 -2.286 1.920 0.06 -0.02 -0.02
H 2.944 -1.661 -0.065 0.05 -0.01 -0.01
H -3.371 1.016 3.471 -0.02 0.04 0.02
H 6.496 -2.636 0.237 -0.02 0.01 -0.06
H 3.374 2.332 -0.272 0.00 0.04 -0.08
H 4.814 4.195 1.638 0.00 0.01 -0.04
H 4.652 3.517 -0.544 0.02 0.03 0.04
H 6.069 0.018 -1.091 -0.03 0.01 -0.07
H -4.973 -1.652 -1.208 0.01 -0.01 0.00
H 3.512 -2.425 1.422 -0.03 -0.04 -0.05
H 6.046 -0.274 5.113 -0.03 0.00 0.03
H -6.170 -0.342 -1.254 -0.01 0.00 0.00
H 3.956 -1.577 4.859 0.01 0.01 0.03
H -2.424 -5.964 0.407 0.05 -0.02 -0.02
H -3.919 -2.904 1.823 0.09 -0.02 0.01
H -6.899 0.396 1.335 -0.01 0.01 0.04
H 4.105 -2.982 -0.144 0.05 -0.01 -0.02
H 6.486 1.003 3.978 0.05 0.00 0.05
H -1.928 -6.401 2.059 -0.02 0.03 -0.02
H -6.963 1.236 3.709 0.01 -0.02 0.01
H 0.301 -5.194 1.133 0.03 0.04 0.07
H 4.862 1.870 -1.116 -0.05 0.05 0.01
H -5.900 2.613 3.446 0.02 0.00 0.01
H -2.987 -4.302 2.360 -0.02 0.02 -0.01
H 3.565 3.115 2.269 -0.01 0.09 0.04
```
Positions in Å, forces in eV/Å.

Calculated values
- Energy relative to the best compared isomer or geometry (same formula, charge and spin): 14.6 kcal per mole
- Orbital gap: 8.6 eV
- Total charge: +2